(1)
# C6H11N

C6H11N as an isolated structure at a distorted geometry (ωB97M-V with the def2-TZVPD basis set, the OMol25 dataset).

Each line ends with the Mulliken charge.
Cartesian coordinates (Å):
C 0.39 0.78 1.71  -0.810
N -0.78 0.78 0.79  -0.082
C -0.48 0.52 -0.57  0.511
C -1.16 -0.49 -1.24  -1.082
C -0.13 -1.38 -0.74  0.043
C 0.19 -2.11 0.51  -1.069
C 0.44 1.52 -1.29  -1.290
H 1.31 0.77 1.09  0.270
H 0.49 1.71 2.39  0.231
H 0.24 -0.07 2.37  0.337
H -1.55 0.23 1.15  0.438
H -2.11 -0.71 -1.73  0.349
H 0.49 -1.56 -1.61  0.347
H 1.15 -2.39 0.57  0.379
H -0.50 -2.67 1.14  0.312
H -0.19 2.24 -1.73  0.323
H 0.96 0.87 -1.98  0.330
H 1.24 1.96 -0.83  0.464

Output
HOMO energy: -6.32 eV
HOMO-LUMO gap: 5.9 eV
lowest unoccupied orbital energy: -0.412 eV
energy above the lowest of the compared OMol25 structures with the same formula, charge and spin: 161.6 kcal/mol
charge: 0

---

(2)
# C2H3ClFNS

One molecule with the formula C2H3ClFNS at a distorted geometry (ωB97M-V with the def2-TZVPD basis set, the OMol25 dataset).

Each line ends with the Mulliken charge.
Cartesian coordinates (Å):
N -0.61 0.80 -0.90  -0.368
C -0.60 -0.23 -0.05  0.275
S -1.90 -1.17 0.31  -0.299
C 0.69 -0.45 0.70  0.027
F 1.14 0.80 1.12  -0.237
Cl 1.97 -1.23 -0.31  -0.145
H 0.24 1.31 -1.24  0.223
H -1.46 1.25 -1.20  0.225
H 0.53 -1.08 1.56  0.298

Output
HOMO energy: -8.99 eV
HOMO-LUMO gap: 8.9 eV
lowest unoccupied orbital energy: -0.059 eV
energy above the lowest of the compared OMol25 structures with the same formula, charge and spin: 0.0 kcal/mol
SMILES string: NC(=S)[C@H](F)Cl
charge: 0

---

(3)
# C3H6O2

A 2-piece molecular cluster, C3H6O2 overall (ωB97M-V with the def2-TZVPD basis set, the OMol25 dataset).

Each line ends with the Mulliken charge.
Cartesian coordinates (Å):
C -1.40 0.62 0.41  -0.363
O -0.76 -0.42 0.78  -0.222
C 0.51 -0.77 0.61  -0.091
C 1.54 0.14 0.20  0.039
O 2.71 -0.18 0.08  -0.512
H -0.90 1.44 -0.10  0.294
H -0.93 -0.26 -1.89  0.075
H -2.44 0.65 0.70  0.257
H -0.29 -0.64 -1.79  -0.038
H 0.72 -1.76 0.99  0.349
H 1.22 1.19 0.01  0.212

Output
HOMO energy (spin up / spin down): -8.38 / -8.56 eV
HOMO-LUMO gap (spin up / spin down): 7.7 / 8.3 eV
lowest unoccupied orbital energy (spin up / spin down): -0.701 / -0.271 eV
energy above the lowest of the compared OMol25 structures with the same formula, charge and spin: 114.6 kcal/mol
charge: 0

---

(4)
# C5H13NOS

A 3-piece molecular cluster, C5H13NOS overall at a distorted geometry (ωB97M-V with the def2-TZVPD basis set, the OMol25 dataset).

Each line ends with the Mulliken charge.
Cartesian coordinates (Å):
C -0.64 -0.80 -1.79  -1.154
N -3.17 0.33 -0.22  -0.212
C -3.29 0.85 0.91  -0.296
O 2.23 1.12 -1.74  -0.589
C 0.23 -1.46 -0.74  -0.143
C -0.31 -1.03 0.65  -0.700
C 0.19 0.44 1.00  -0.497
S 1.97 0.33 1.27  -0.262
H -1.56 -1.42 -1.94  0.375
H -0.21 -0.84 -2.79  0.317
H -1.05 0.17 -1.53  0.236
H -3.32 0.20 1.79  0.321
H -3.45 1.94 1.01  0.325
H 2.96 0.86 -2.29  0.285
H 0.27 -2.55 -0.83  0.356
H 1.25 -1.10 -0.81  0.191
H -1.41 -1.01 0.65  0.163
H 0.03 -1.73 1.43  0.357
H -0.08 1.19 0.27  0.353
H -0.38 0.72 1.90  0.337
H 2.39 0.88 -0.80  0.235

Output
HOMO energy: -7.45 eV
HOMO-LUMO gap: 3.0 eV
lowest unoccupied orbital energy: -4.443 eV
energy above the lowest of the compared OMol25 structures with the same formula, charge and spin: 161.0 kcal/mol
charge: 0

---

(5)
# C4H5NO

One molecule with the formula C4H5NO at a distorted geometry (ωB97M-V with the def2-TZVPD basis set, the OMol25 dataset).

Each line ends with the Mulliken charge.
Cartesian coordinates (Å):
C -1.44 0.17 -0.27  -1.063
C -0.33 -0.57 0.32  0.605
O -0.63 -1.29 1.24  -0.529
C 1.08 -0.53 -0.02  -0.150
C 1.44 0.86 0.17  0.046
N 1.91 1.91 0.17  -0.391
H -2.49 0.04 -0.01  0.319
H -1.35 0.03 -1.35  0.317
H -1.24 1.24 -0.14  0.320
H 1.36 -0.91 -1.00  0.295
H 1.68 -1.01 0.75  0.231

Output
HOMO energy: -10.15 eV
HOMO-LUMO gap: 10.7 eV
lowest unoccupied orbital energy: 0.580 eV
energy above the lowest of the compared OMol25 structures with the same formula, charge and spin: 26.6 kcal/mol
SMILES string: CC(=O)CC#N
charge: 0

---

(6)
# C16H38BBr4F4InN2O4

C16H38BBr4F4InN2O4 as an isolated structure at a distorted geometry (ωB97M-V with the def2-TZVPD basis set, the OMol25 dataset).

Each line ends with the Mulliken charge.
Cartesian coordinates (Å):
In 20.83 -1.45 26.76  1.318
B 17.98 -2.30 24.87  0.409
F 17.33 -3.44 25.12  -0.408
F 18.01 -1.58 26.13  0.067
F 19.28 -2.63 24.56  -0.365
F 17.53 -1.52 23.87  -0.303
C 21.04 2.10 28.73  -0.561
O 21.02 1.55 27.38  0.032
C 21.11 2.63 26.52  -0.946
C 21.10 2.24 25.07  -0.747
N 20.14 1.10 24.96  -0.072
C 20.17 0.69 23.48  -0.261
C 21.48 -0.09 23.10  -0.961
O 21.57 -1.28 23.85  0.011
C 22.32 -2.38 23.29  -0.919
H 22.04 2.09 29.16  0.296
H 20.53 1.30 29.27  -0.057
H 20.52 3.05 28.85  0.351
H 22.07 3.14 26.64  0.465
H 20.44 3.46 26.70  0.570
H 22.08 1.88 24.76  0.376
H 20.83 3.05 24.39  0.360
H 19.29 1.64 24.96  0.226
H 20.00 1.55 22.83  0.557
H 19.29 0.07 23.33  -0.207
H 22.33 0.59 23.02  0.449
H 21.49 -0.32 22.03  0.490
H 22.23 -3.32 23.82  0.257
H 23.35 -2.12 23.07  0.327
H 21.86 -2.65 22.34  0.339
C 20.06 -5.18 25.90  -0.875
O 19.55 -4.33 26.88  -0.087
C 18.88 -4.71 28.02  -0.949
C 18.35 -3.43 28.67  -0.732
N 19.37 -2.48 29.19  -0.020
C 18.65 -1.46 29.95  -0.909
C 17.70 -0.54 29.15  -0.507
O 18.47 0.12 28.23  0.043
C 17.74 1.11 27.48  -0.529
H 19.50 -6.10 25.76  0.381
H 21.12 -5.43 25.93  0.354
H 19.92 -4.86 24.86  0.157
H 19.41 -5.43 28.65  0.502
H 18.14 -5.43 27.69  0.440
H 17.89 -3.70 29.62  0.610
H 17.69 -2.82 28.05  0.269
H 19.89 -3.17 29.72  0.326
H 19.33 -0.76 30.44  0.374
H 18.13 -1.88 30.81  0.482
H 17.22 0.06 29.93  0.429
H 16.86 -0.97 28.62  0.312
H 17.47 1.93 28.15  0.391
H 16.84 0.65 27.08  0.201
H 18.21 1.57 26.61  -0.046
Br 12.92 0.17 22.40  -0.149
C 12.98 -0.21 24.41  -0.621
C 14.35 -0.85 24.92  -0.271
Br 14.14 -1.56 26.74  -0.129
H 12.17 -0.89 24.66  0.409
H 12.78 0.70 24.97  0.415
H 15.21 -0.19 24.85  0.311
H 14.76 -1.70 24.38  0.120
Br 14.14 -3.77 21.36  -0.053
C 16.02 -3.16 21.60  -0.542
C 16.29 -1.88 20.83  -0.318
Br 18.28 -1.65 21.04  -0.091
H 16.70 -3.94 21.24  0.554
H 16.35 -3.23 22.64  -0.054
H 15.69 -1.03 21.17  0.253
H 16.11 -2.11 19.78  0.459

Output
HOMO energy: -13.86 eV
HOMO-LUMO gap: 1.8 eV
lowest unoccupied orbital energy: -12.093 eV
charge: +2